Entry from the Open Molecules 2025 dataset: C23H37N2OY as an isolated structure in a non-equilibrium geometry (the ωB97M-V functional and the def2-TZVPD basis).

Structure (XYZ):
```
64
Properties=species:S:1:pos:R:3:forces:R:3
C 1.2357 2.1831 -3.1094 2.18 -3.85 1.19
H 2.0967 2.4703 -2.3673 -0.87 -0.09 -1.66
H 1.5227 1.5125 -4.0470 -0.58 2.31 2.11
H 1.4540 0.8853 -0.0478 -1.50 0.91 2.05
C 0.0535 3.0532 -2.9982 1.15 0.15 -0.43
H -0.8506 2.5316 -3.3154 -0.56 -0.18 -0.20
H -0.0622 3.3144 -1.9130 -0.27 0.52 -0.12
C 0.2818 4.2899 -3.8084 -3.07 1.75 0.82
H -0.6509 4.9093 -3.7028 0.86 -0.14 -0.41
H 1.0810 4.8704 -3.4188 0.85 0.35 0.25
H 0.4249 4.0887 -4.8434 0.21 -0.38 -0.71
C -0.9657 -1.5866 -1.6753 -0.23 1.01 -0.37
C -1.6198 -0.7695 -2.6591 1.24 -0.16 0.57
C -0.6489 -0.4723 -3.6716 0.12 0.14 0.63
C 0.5673 -1.1202 -3.3254 -0.07 0.75 0.22
C 0.3755 -1.7992 -2.0952 -0.09 0.85 0.26
C 1.3743 -2.6425 -1.3859 0.44 -0.28 0.24
C 1.8087 -1.1007 -4.1481 0.44 -0.06 -0.16
C -0.9197 0.2686 -4.9329 -0.02 0.18 -0.50
C -3.0747 -0.5324 -2.7768 -0.81 0.15 0.03
C -1.6374 -2.2589 -0.5362 -0.33 -0.37 0.45
Y 0.1079 1.0524 -1.4784 -2.31 -2.40 -4.57
H 2.6954 -1.2437 -3.5153 -0.11 -0.03 -0.27
H 1.8290 -1.8750 -4.9341 -0.10 0.21 0.35
H 1.9218 -0.1378 -4.6571 0.06 -0.29 -0.05
H 2.3949 -2.3196 -1.6275 -0.09 -0.19 -0.01
H 1.2540 -2.5454 -0.2987 -0.04 -0.23 -0.09
H 1.3108 -3.7215 -1.6307 -0.07 0.54 0.08
H -2.6376 -1.8390 -0.3658 0.23 -0.19 0.00
H -1.7573 -3.3462 -0.7138 0.06 0.51 0.13
H -1.0633 -2.1389 0.3936 -0.12 -0.22 -0.02
H -3.2809 0.3578 -3.3792 -0.10 -0.14 0.12
H -3.5933 -1.3795 -3.2681 0.30 0.35 0.24
H -3.5397 -0.3891 -1.7945 -0.06 -0.04 -0.22
H -0.1344 1.0044 -5.1383 -0.11 -0.13 -0.15
H -0.9682 -0.4003 -5.8087 0.00 0.18 0.33
H -1.8689 0.8110 -4.8799 0.13 -0.11 -0.10
C -2.7337 -1.2015 5.4551 -0.23 -0.06 -0.05
C -1.5328 -0.3538 5.8103 0.07 -0.22 0.16
N -0.7599 -0.0326 4.5989 1.10 -0.45 -0.61
C -0.2501 1.3485 4.5061 -0.14 -0.26 -0.18
C 1.1915 1.4996 4.9540 -0.03 -0.02 0.18
C -0.1110 -1.0955 3.9833 -1.35 1.52 1.25
O -0.2683 -2.2403 4.3166 0.64 -0.63 -0.34
C 0.7935 -0.7427 2.8219 -1.05 -0.23 0.17
C 2.0944 -1.2525 2.8335 0.24 0.20 -0.15
C 2.9385 -0.9382 1.7861 0.14 -0.18 -0.57
C 2.4339 -0.2748 0.7146 -0.82 0.50 0.66
N 1.1315 0.2848 0.7462 3.80 -2.20 -0.76
C 0.2517 0.0041 1.7924 1.52 0.62 -1.05
H -3.3746 -0.6544 4.7521 0.04 -0.16 0.16
H -3.3049 -1.4101 6.3601 -0.04 -0.08 -0.11
H -2.4069 -2.1419 4.9988 -0.30 0.23 0.23
H -1.8420 0.6094 6.2368 0.08 -0.39 0.00
H -0.8819 -0.8775 6.5355 -0.25 0.23 -0.26
H -0.3664 1.6909 3.4707 -0.04 0.26 0.21
H -0.9126 1.9537 5.1353 0.20 -0.05 -0.34
H 1.8733 0.9972 4.2569 0.01 0.18 0.24
H 1.4464 2.5578 4.9907 0.15 -0.02 0.04
H 1.3282 1.0675 5.9525 0.04 0.12 -0.20
H 2.4722 -1.8815 3.6380 -0.41 0.21 0.11
H 3.9792 -1.1818 1.6977 0.27 -0.56 0.40
H 3.0652 -0.0882 -0.1763 -0.66 0.14 0.48
H -0.7708 0.3690 1.7070 0.28 -0.10 0.28
```
Positions in Å, forces in eV/Å.

Output
- Lowest unoccupied orbital energy: -0.312 Eh
- Net charge: +2
- Frontier orbital gap: 5.050 eV

***

Entry from the Open Molecules 2025 dataset: C23H37O3Os as an isolated structure in a non-equilibrium geometry (the ωB97M-V functional and the def2-TZVPD basis).

Structure (XYZ):
```
64
Properties=species:S:1:pos:R:3:forces:R:3
O 1.1073 1.8237 -4.0222 -1.18 -0.76 0.35
C -0.0066 2.6438 -3.5755 0.22 0.64 0.11
C -1.0528 1.9271 -4.4345 0.96 0.18 0.21
H 0.1629 3.6742 -3.8941 0.00 -0.44 0.54
H -0.2156 2.6013 -2.4924 0.39 -0.01 -0.10
C 0.1634 1.0373 -4.8194 -0.48 -0.29 -0.30
H -1.3982 2.5974 -5.2187 -0.34 -0.35 -0.08
H -1.8643 1.4097 -3.9000 0.23 0.26 -0.37
C 0.5300 1.0613 -6.2815 -0.01 -0.08 0.05
H 0.7926 2.0737 -6.5850 -0.14 0.05 -0.06
H -0.3409 0.7071 -6.8487 0.36 0.05 -0.10
H 1.4013 0.4305 -6.4669 -0.09 -0.08 -0.11
C -0.0443 -0.3803 -4.3140 0.22 -0.30 0.16
H -0.4959 -0.3699 -3.3083 0.13 0.11 -0.39
H 0.8962 -0.9522 -4.2677 -0.24 0.20 -0.08
H -0.7400 -0.9037 -4.9901 0.22 0.14 0.25
Os -0.9187 0.3408 0.3027 5.01 4.41 -0.44
C -2.6291 -0.7586 0.8562 -2.75 -1.62 0.53
C -2.4843 0.3409 1.7542 -0.65 -0.01 0.50
C -2.5526 1.5382 0.9911 -1.88 0.64 0.36
H -2.2829 0.2613 2.8145 -0.01 0.10 -0.09
C -2.7727 1.1887 -0.3730 -0.98 0.58 0.27
C -2.7912 -0.2367 -0.4644 -1.60 -1.25 -0.46
H -2.9385 -0.8224 -1.3649 -0.13 0.16 0.18
H -2.6196 -1.8038 1.1358 -0.24 0.24 -0.04
H -2.4082 2.5327 1.3793 -0.07 0.08 -0.01
H -2.9147 1.8737 -1.1906 0.21 0.14 -0.09
C 1.1275 -1.1950 1.3358 -0.11 -0.63 1.89
C -0.0177 -1.6557 0.4497 1.15 -2.17 0.06
C 0.2055 -1.0891 -0.8224 -0.46 -1.07 -0.46
H -0.6279 -2.5283 0.6579 0.43 0.07 -0.27
C 1.0719 0.0557 -0.6567 0.48 0.34 0.46
C 1.3784 0.1560 0.7167 1.33 -0.58 -0.24
H 1.9129 0.9460 1.2350 0.02 -0.10 -0.29
H 2.0038 -1.8268 1.0968 -0.01 0.11 0.03
H -0.2898 -1.4063 -1.7362 0.59 -0.06 0.17
H 1.3707 0.7464 -1.4394 -0.07 -0.06 0.00
O -0.8114 5.2958 -3.8651 -0.04 2.15 -1.04
C -1.1777 5.5051 -5.2547 -0.51 -0.45 -0.09
C -0.8904 6.9509 -5.6982 0.08 -0.02 0.30
H -2.2564 5.3218 -5.3700 0.21 -0.14 0.20
H -0.6654 4.7533 -5.8732 0.07 0.23 0.19
C -0.4157 7.6734 -4.4204 -0.29 -0.41 0.32
H -1.8203 7.4066 -6.0643 0.41 -0.12 -0.07
H -0.1258 7.0019 -6.4804 -0.25 -0.07 0.11
C -0.3836 6.5832 -3.3284 0.00 -0.36 0.62
H -1.1183 8.4653 -4.1383 0.28 -0.10 -0.08
H 0.5832 8.0977 -4.5317 -0.20 0.07 -0.08
H -1.0455 6.8019 -2.4737 0.19 0.08 -0.34
H 0.6382 6.4794 -2.9302 -0.29 -0.17 -0.11
C -0.1649 -2.3740 4.5490 -0.05 0.16 -0.04
C 1.0038 -2.3962 3.5642 0.16 -0.26 0.53
C 2.3164 -2.3485 4.3320 0.10 0.12 0.00
C 0.9629 -3.6916 2.7809 -0.03 -0.20 -0.29
O 0.9408 -1.1763 2.7779 -0.52 0.57 -1.89
H -0.1050 -3.2449 5.2134 0.04 0.20 -0.13
H -1.1270 -2.4346 4.0240 0.15 0.14 0.07
H -0.1250 -1.4703 5.1685 -0.12 -0.14 -0.17
H 2.3558 -3.1961 5.0260 0.17 0.21 -0.11
H 3.1550 -2.4060 3.6280 -0.04 -0.04 0.21
H 2.3962 -1.4106 4.8911 0.00 -0.18 -0.04
H 0.0163 -3.8353 2.2498 0.18 0.02 -0.02
H 1.8119 -3.7541 2.0920 -0.22 -0.15 -0.02
H 1.0520 -4.5237 3.4907 0.03 0.21 -0.18
```
Positions in Å, forces in eV/Å.

Output
- Lowest unoccupied orbital energy (spin up / spin down): -0.079 / -0.204 Eh
- Net charge: +1
- Multiplicity: 5
- Frontier orbital gap (spin up / spin down): 6.551 / 5.902 eV
- Expectation value of S²: 6.017

***

Entry from the Open Molecules 2025 dataset: C23H38BF9Hg2N2O13PS as an isolated structure in a non-equilibrium geometry (the ωB97M-V functional and the def2-TZVPD basis).

Structure (XYZ):
```
90
Properties=species:S:1:pos:R:3:forces:R:3
Hg 2.3141 -2.3478 7.9726 -0.14 -2.10 1.68
Hg 6.9148 -5.9182 8.7005 -1.95 -0.49 -0.55
O 4.9217 -6.9397 8.3997 -3.01 -0.15 1.74
C 3.8314 -6.9400 9.0363 1.73 -0.19 -0.84
O 3.4780 -7.7907 9.9454 1.35 -0.10 -0.78
B 2.2113 -7.4151 10.5456 -1.33 -0.65 1.05
O 1.8279 -6.1199 9.8625 0.35 -0.67 0.03
C 2.7048 -5.8954 8.9242 0.91 1.65 -0.52
O 2.8100 -4.9501 8.1677 -0.68 -1.22 0.85
O 2.3568 -7.3716 12.0155 1.45 1.96 -0.73
C 1.3321 -7.8918 12.6169 -1.82 -1.85 2.68
O 1.0182 -7.8458 13.8103 1.03 0.05 -3.44
C 0.6047 -8.6750 11.4544 -5.96 -0.11 2.27
O 1.1685 -8.4314 10.3416 2.44 0.87 -2.34
O -0.5523 -9.1154 11.5023 2.86 0.15 0.65
P 8.9722 -3.7625 9.4342 -0.41 4.97 0.10
F 9.4869 -2.7119 8.3643 1.84 0.60 1.08
F 9.2085 -2.8675 10.8244 -0.23 -1.29 -2.25
F 7.4889 -3.0378 9.1763 0.20 -0.28 0.97
F 8.1736 -4.8849 10.1844 -1.33 -1.91 3.74
F 8.6488 -4.6545 8.1530 0.25 -1.70 -3.05
F 10.2854 -4.5897 9.6612 0.97 0.51 0.01
C 5.9133 -3.3160 4.8731 0.10 1.10 -0.94
F 6.8705 -4.1379 4.3505 -2.05 0.40 0.32
F 6.6022 -2.2520 5.2876 -0.60 0.01 0.05
F 4.9866 -2.8665 3.9029 1.92 -1.20 1.47
S 4.9187 -4.0477 6.2921 -1.76 -3.63 -0.26
O 5.9879 -4.5473 7.1881 -0.68 1.31 -0.95
O 4.0986 -2.9678 6.8777 2.70 -0.58 -1.80
O 4.1267 -5.1526 5.6814 1.86 2.63 0.76
C 3.1163 0.3606 9.2198 1.20 0.18 -0.09
C 2.8199 0.8758 7.7415 -0.73 1.49 1.61
C 4.0949 1.2244 7.0311 2.30 0.13 -1.72
C 4.0374 1.3843 5.4701 -1.64 0.92 1.34
C 3.3074 0.3146 4.7598 0.94 -1.13 -0.21
C 2.0141 -0.1112 5.4644 0.36 -1.57 -2.63
N 2.1782 -0.2444 6.9464 0.87 1.50 -0.12
O 0.9727 -0.5483 7.5919 -1.62 0.60 -0.43
C 0.9634 0.8602 5.1134 -1.46 2.16 0.65
C 1.5777 -1.4929 4.7584 0.28 -0.26 1.36
C 1.9284 2.2205 7.9899 -0.52 -1.19 -1.16
H 2.3407 -0.0419 9.8714 -0.50 -0.08 -0.74
H 3.5726 1.1031 9.8745 -0.40 1.07 -0.46
H 3.9883 -0.2889 9.2959 -0.18 -0.90 -0.74
H 4.5603 2.1715 7.3040 -0.41 0.03 0.86
H 4.8568 0.4777 7.2548 0.01 -0.29 0.09
H 4.9475 1.6469 4.9308 0.24 -0.05 0.64
H 3.3192 2.1856 5.2962 0.46 0.98 0.24
H 3.9758 -0.5175 4.5385 -0.19 -0.42 0.25
H 3.0976 0.7782 3.7958 -0.56 -0.56 -0.23
H 1.1515 1.8767 5.4592 0.32 0.00 0.57
H 0.7909 1.1176 4.0683 -0.06 -1.13 -0.23
H 0.0456 0.5630 5.6208 -0.49 0.10 -0.59
H 2.2243 -2.3090 5.0809 -0.05 -0.10 0.65
H 0.5340 -1.7451 4.9461 0.00 0.00 0.44
H 1.6735 -1.6686 3.6869 0.25 1.39 -0.30
H 0.8793 1.9386 8.0802 -0.14 -0.10 0.32
H 1.8964 2.9216 7.1560 0.50 -0.13 -0.20
H 2.1506 2.8129 8.8775 0.51 -0.53 0.05
H 0.3319 0.1333 7.3765 -0.47 0.42 0.00
C 7.1369 -8.5657 10.9516 0.93 -0.07 -2.76
C 7.3509 -9.3229 9.5141 -3.09 -0.10 0.73
C 5.9556 -10.1408 9.2738 1.12 0.62 -0.76
C 5.7157 -10.5684 7.8104 1.27 0.03 0.65
C 5.9332 -9.4256 6.7971 -0.63 -0.48 0.51
C 7.2821 -8.6166 6.9559 -0.40 -3.04 -1.31
N 7.4623 -8.2901 8.3672 -1.61 -0.11 1.87
O 8.6155 -7.5048 8.5251 1.48 -0.96 -0.03
C 8.4530 -9.4803 6.3591 -1.00 0.23 0.25
C 7.1846 -7.4295 6.0606 -0.41 1.81 -0.19
C 8.5111 -10.3135 9.6754 -0.01 0.67 -0.62
H 7.9116 -7.8033 11.0324 0.57 -0.39 0.47
H 7.2073 -9.3671 11.6871 -0.18 0.54 0.25
H 6.2350 -7.9547 10.9873 -0.51 -0.67 -0.01
H 5.9465 -11.0058 9.9369 0.25 -0.05 0.03
H 5.0680 -9.5680 9.5425 0.39 0.43 0.23
H 4.7690 -11.1084 7.7920 -0.39 0.61 -0.45
H 6.3987 -11.3443 7.4646 0.44 -0.25 0.47
H 5.0873 -8.7383 6.7817 0.14 0.14 0.17
H 5.8763 -9.9836 5.8625 0.48 0.63 -0.51
H 9.3822 -8.9173 6.4467 0.40 -0.51 0.17
H 8.4277 -10.4963 6.7531 0.60 0.20 0.22
H 8.2846 -9.5764 5.2864 -0.07 0.08 0.05
H 7.2205 -7.6799 5.0003 -0.27 -0.35 0.15
H 6.2566 -6.8875 6.2426 -0.21 -0.02 -0.20
H 7.9701 -6.6793 6.1517 0.41 -0.13 0.32
H 9.4281 -9.7305 9.7613 0.28 -0.24 0.06
H 8.5906 -11.0095 8.8403 0.03 0.10 -0.04
H 8.3974 -10.9149 10.5774 -0.12 0.21 0.02
H 9.2653 -8.0749 8.1077 1.25 0.39 0.00
```
Positions in Å, forces in eV/Å.

Output
- Lowest unoccupied orbital energy (spin up / spin down): -0.058 / -0.063 Eh
- Multiplicity: 2
- Frontier orbital gap (spin up / spin down): 6.405 / 7.724 eV
- Expectation value of S²: 0.752

***

| no. | calculated total energy (eV) |
| --- | --- |
| 1 | -30502.185 |
| 2 | -33046.415 |
| 3 | -107674.354 |